Below is C4H5NO as an isolated structure, with properties calculated with ωB97M-V/def2-TZVPD.

```
11
Properties=species:S:1:pos:R:3:forces:R:3:nbo_charge:R:1
O 1.13837 0.16069 -1.17822 -0.0259 0.0083 0.2242 -0.52
N 1.04263 0.22803 1.12240 -0.0521 -0.0091 -0.2188 -0.58
C -1.39514 0.43912 -0.24859 -0.1296 0.1862 -0.1170 -0.50
C -0.43830 -0.53597 -0.53847 -0.0802 -0.0921 0.1431 -0.08
C 1.64654 0.44756 -0.05577 0.0636 0.0302 -0.0725 0.49
C -0.00292 -0.57495 0.82935 0.0830 -0.1740 0.1096 0.12
H 2.66840 0.83431 -0.03615 -0.1324 -0.0499 0.0048 0.18
H -2.40839 0.34070 -0.62820 0.1694 -0.0041 0.0268 0.22
H -0.39860 -1.26952 1.56389 0.0416 0.1141 -0.1430 0.22
H -0.71005 -1.41203 -1.12044 0.0708 0.1411 0.0711 0.24
H -1.14254 1.34205 0.29020 -0.0081 -0.1508 -0.0282 0.23
```
Positions in Å, forces in eV/Å.

- LUMO level (eV) = 0.33
- frontier orbital gap (eV) = 8.6
- 2S+1 = 1
- charge = 0
- relative energy (zero: lowest compared OMol25 entry of this formula, charge and spin) (eV) = 3.537

=====

Below is an isolated molecule of C4H5NO, with properties calculated with ωB97M-V/def2-TZVPD.

```
11
Properties=species:S:1:pos:R:3:forces:R:3:nbo_charge:R:1
O -0.54326 1.86510 -0.29563 0.5069 -0.1949 0.0535 -0.53
N -0.90420 -1.66074 -0.73668 -0.3381 0.4575 0.0671 -0.32
C -1.55103 -0.70712 -0.24028 0.1590 -0.5530 -0.1410 0.09
C 0.57541 1.41858 -0.19506 -0.3078 0.1168 -0.0516 0.45
C 0.90595 -0.01944 0.13242 -0.0452 -0.0193 0.0301 -0.55
C -0.28310 -0.90489 0.42704 0.1278 0.0825 0.2627 -0.15
H 1.47125 -0.42258 -0.71994 -0.0107 0.0679 0.0423 0.25
H -0.24888 -1.44562 1.37309 -0.0290 0.0852 -0.1598 0.19
H -2.48956 -0.18643 -0.36348 0.0978 -0.0121 -0.0249 0.22
H 1.45714 2.07627 -0.35434 -0.1091 -0.0644 -0.0020 0.11
H 1.61027 -0.01312 0.97287 -0.0518 0.0337 -0.0765 0.24
```
Positions in Å, forces in eV/Å.

- LUMO level (eV) = 1.01
- structure (SMILES) = O=CC[C@H]1C=N1
- frontier orbital gap (eV) = 10.9
- 2S+1 = 1
- charge = 0
- relative energy (zero: lowest compared OMol25 entry of this formula, charge and spin) (eV) = 2.432

=====

Below is an isolated molecule of C4H5NO, with properties calculated with ωB97M-V/def2-TZVPD.

```
11
Properties=species:S:1:pos:R:3:forces:R:3:nbo_charge:R:1
O -0.87011 1.82338 -0.96544 -0.0272 -0.0716 0.9230 -0.53
N 0.51124 0.91336 0.76328 0.1200 0.1328 -0.2413 -0.69
C -0.59768 0.95800 -0.18541 -0.1809 0.3276 -0.0511 0.74
C 1.16806 -0.24504 0.27745 0.0436 -0.2673 -0.1257 -0.01
C -1.08503 -0.48306 -0.09198 -0.0152 0.0566 -0.1615 -0.54
C 0.28900 -1.09176 -0.26940 0.1757 -0.1192 0.0615 -0.28
H -1.86101 -0.80465 -0.78606 0.2313 0.3061 -0.0948 0.24
H -1.43772 -0.60982 0.94468 0.0288 -0.1222 -0.2727 0.24
H 0.51450 -1.90155 -0.94154 0.0471 -0.3072 0.3540 0.23
H 2.25032 -0.28258 0.25738 -0.1326 -0.0920 0.1161 0.21
H 1.09917 1.71144 0.96566 -0.2906 0.1563 -0.5076 0.40
```
Positions in Å, forces in eV/Å.

- LUMO level (eV) = 1.01
- structure (SMILES) = O=C1CC=CN1
- frontier orbital gap (eV) = 9.8
- 2S+1 = 1
- charge = 0
- relative energy (zero: lowest compared OMol25 entry of this formula, charge and spin) (eV) = 0.970

=====

Below is an isolated molecule of C4H5NO at a distorted geometry, with properties calculated with ωB97M-V/def2-TZVPD.

```
11
Properties=species:S:1:pos:R:3:forces:R:3:nbo_charge:R:1
O -1.73101 -1.17829 -0.03790 0.8670 2.2919 0.4488 -0.36
N -0.26169 -1.43121 0.02830 -3.3158 3.1486 -0.2493 -0.09
C 1.73643 -0.20607 -0.04740 -1.5476 2.2503 1.6217 -0.65
C 0.20757 -0.19586 0.04658 2.3511 -3.6459 -0.0510 0.17
C -1.93188 0.27788 -0.00188 -1.0868 -5.3985 -0.3671 0.15
C -0.74672 0.84600 -0.01706 0.0957 0.3024 0.6040 -0.38
H 2.32339 -0.20868 0.85663 -0.5519 0.8298 1.2075 0.23
H 1.88235 0.72485 -0.53202 1.2744 0.6233 -0.9158 0.22
H 2.21478 -1.04187 -0.41585 0.0834 -1.8097 -2.1332 0.24
H -0.68920 1.88311 0.10184 0.8571 1.3033 -0.0994 0.24
H -3.00403 0.53016 0.01876 0.9736 0.1045 -0.0663 0.23
```
Positions in Å, forces in eV/Å.

- LUMO level (eV) = 0.98
- structure (SMILES) = Cc1ccon1
- frontier orbital gap (eV) = 11.1
- 2S+1 = 1
- charge = 0
- relative energy (zero: lowest compared OMol25 entry of this formula, charge and spin) (eV) = 2.634

=====

Below is an isolated molecule of C4H5NO, with properties calculated with ωB97M-V/def2-TZVPD.

```
11
Properties=species:S:1:pos:R:3:forces:R:3:nbo_charge:R:1
O 1.32486 -1.10029 1.17106 0.2976 0.3750 -0.0922 -0.60
N 2.19711 0.07676 -0.56593 0.2647 0.0038 0.0612 -0.82
C 1.33665 -0.11258 0.46512 0.2525 -0.1018 0.0765 0.64
C 0.26976 0.90898 0.53238 -0.5949 -0.5750 -0.1082 -0.22
C -0.88608 0.65239 0.26277 0.2737 0.0975 0.1068 0.16
C -2.12988 -0.04380 0.01119 -0.1985 -0.0106 -0.0049 -0.71
H -2.04765 -0.54926 -0.95773 -0.1494 0.1559 0.1051 0.25
H -3.00186 0.60689 0.01167 -0.0510 -0.0298 -0.0147 0.25
H -2.22914 -0.80828 0.78965 -0.1788 0.1399 -0.1099 0.25
H 2.93711 -0.59469 -0.68186 0.0315 0.0729 -0.0515 0.40
H 2.22914 0.96388 -1.03832 0.0526 -0.1277 0.0317 0.40
```
Positions in Å, forces in eV/Å.

- LUMO level (eV) = 0.89
- structure (SMILES) = CC#CC(N)=O
- frontier orbital gap (eV) = 10.6
- 2S+1 = 1
- charge = 0
- relative energy (zero: lowest compared OMol25 entry of this formula, charge and spin) (eV) = 2.047

=====

Below is an isolated molecule of C4H5NO, with properties calculated with ωB97M-V/def2-TZVPD.

```
11
Properties=species:S:1:pos:R:3:forces:R:3:nbo_charge:R:1
O -0.75912 0.48509 0.75297 -0.0641 -0.0403 -0.0970 -0.50
N -1.84891 -0.20374 -1.20750 0.2880 0.0765 0.3185 -0.68
C 0.58365 -0.47049 -0.85388 0.1191 0.0884 -0.1148 -0.59
C -0.82173 -0.06307 -0.48857 -0.0912 -0.1849 -0.1647 0.53
C 1.53872 0.05027 0.08660 -0.3302 0.1407 0.0454 0.07
C 0.62860 0.54959 1.15884 0.2337 0.0490 0.0772 -0.24
H 0.80273 -0.71018 -1.89265 0.0473 0.1006 0.1583 0.27
H 0.90607 -1.39948 -0.26435 -0.2788 -0.2425 -0.0489 0.32
H 0.74666 -0.00049 2.10010 0.0707 0.1027 -0.1321 0.23
H -2.67554 0.16589 -0.73624 0.0667 -0.0126 -0.0484 0.35
H 0.89887 1.59662 1.34467 -0.0612 -0.0776 0.0064 0.24
```
Positions in Å, forces in eV/Å.

- LUMO level (eV) = 0.22
- frontier orbital gap (eV) = 9.7
- 2S+1 = 1
- charge = 0
- relative energy (zero: lowest compared OMol25 entry of this formula, charge and spin) (eV) = 3.689

=====

Below is an isolated molecule of C4H5NO at a distorted geometry, with properties calculated with ωB97M-V/def2-TZVPD.

```
11
Properties=species:S:1:pos:R:3:forces:R:3:nbo_charge:R:1
O 1.06706 -1.38664 0.25541 0.3920 -3.1404 -4.6918 -0.68
N -2.63455 -0.86303 0.23572 -0.0825 -0.0483 -0.1255 -0.33
C -1.72156 -0.28949 -0.15906 -0.0173 -0.1007 -0.6768 0.29
C -0.52793 0.46557 -0.50126 -3.0452 -1.5476 0.2512 -0.38
C 0.21527 0.74349 0.72337 1.8610 1.8221 2.2951 -0.41
C 0.80156 -0.13082 -0.31701 2.9739 0.1946 0.0808 0.10
H -0.63978 1.30558 -1.15709 -0.0944 0.0100 -0.4248 0.26
H 0.44296 1.81020 0.81865 0.5145 -0.5320 0.1138 0.22
H 1.61902 0.21916 -1.00099 -0.9392 -0.1571 0.6878 0.19
H 0.10821 0.22519 1.71527 -0.5491 0.4702 -1.4209 0.26
H 1.26974 -2.09922 -0.61302 -1.0136 3.0291 3.9111 0.47
```
Positions in Å, forces in eV/Å.

- LUMO level (eV) = 0.44
- structure (SMILES) = N#C[C@H]1C[C@H]1O
- frontier orbital gap (eV) = 11.0
- 2S+1 = 1
- charge = 0
- relative energy (zero: lowest compared OMol25 entry of this formula, charge and spin) (eV) = 2.499

=====

Below is C4H5NO as an isolated structure at a distorted geometry, with properties calculated with ωB97M-V/def2-TZVPD.

```
11
Properties=species:S:1:pos:R:3:forces:R:3:nbo_charge:R:1
O 0.83532 -1.14214 -0.32069 0.0916 -0.1174 -0.1934 -0.53
N -2.49277 -0.35951 -1.43401 1.0909 0.1548 0.1095 -0.28
C 0.72273 0.28023 -0.04582 -0.0374 0.1725 0.1420 0.05
C 0.06894 0.01394 -1.34490 -0.2599 0.2582 0.0462 -0.15
C -1.34497 -0.21483 -1.33089 -0.9103 -0.1463 -0.0733 0.18
C -0.05921 0.54351 1.21133 -0.0357 -0.0035 -0.0148 -0.64
H 0.97109 -1.02739 -1.42806 0.1099 -0.2315 0.1550 0.48
H 0.54877 0.32161 2.09321 -0.0750 0.0330 -0.1327 0.23
H 1.68829 0.78618 -0.09227 -0.1430 -0.0747 -0.0170 0.20
H -0.34538 1.59940 1.24819 0.0470 -0.1341 -0.0088 0.23
H -0.96629 -0.06642 1.23797 0.1220 0.0890 -0.0127 0.24
```
Positions in Å, forces in eV/Å.

- LUMO level (eV) = -0.22
- frontier orbital gap (eV) = 9.7
- 2S+1 = 1
- charge = 0
- relative energy (zero: lowest compared OMol25 entry of this formula, charge and spin) (eV) = 4.545

=====

Below is an isolated molecule of C4H5NO at a distorted geometry, with properties calculated with ωB97M-V/def2-TZVPD.

```
11
Properties=species:S:1:pos:R:3:forces:R:3:nbo_charge:R:1
O 2.55905 -0.11966 -0.02018 -0.6611 -0.4476 0.1285 -0.57
N 0.33807 -1.05867 -0.16117 1.8723 -0.8383 1.6275 -0.64
C -0.94343 -0.49702 0.05248 -3.0151 -5.7621 -2.1446 -0.25
C -0.72850 0.86361 -0.12783 2.4412 -0.8314 -0.0135 -0.17
C 0.52570 1.17870 -0.10175 4.4285 3.2436 1.9459 -0.27
C 1.35231 -0.03617 -0.04402 -0.5724 -1.4130 -0.4405 0.63
H -1.57044 -0.77686 0.95527 1.3326 0.5739 -0.1554 0.22
H 0.35694 -2.05634 0.06615 1.1214 0.7234 -0.1735 0.40
H -1.57418 -1.18459 -0.71793 0.5562 2.3355 0.9391 0.20
H -1.43130 1.49305 -0.15379 -5.5114 4.8836 0.0093 0.20
H 1.11577 2.19394 0.25277 -1.9920 -2.4675 -1.7228 0.24
```
Positions in Å, forces in eV/Å.

- LUMO level (eV) = 0.74
- structure (SMILES) = O=C1C=CCN1
- frontier orbital gap (eV) = 10.2
- 2S+1 = 1
- charge = 0
- relative energy (zero: lowest compared OMol25 entry of this formula, charge and spin) (eV) = 1.985

=====

Below is an isolated molecule of C4H5NO at a distorted geometry, with properties calculated with ωB97M-V/def2-TZVPD.

```
11
Properties=species:S:1:pos:R:3:forces:R:3:nbo_charge:R:1
O 1.08929 0.24770 -1.71459 1.8494 -1.6260 -0.1993 -0.44
N -0.41076 1.57040 -1.47757 -2.1917 1.8007 1.7877 -0.26
C -0.97769 -0.67967 0.58617 -0.0839 -0.3054 -0.0675 -0.61
C 0.26036 0.23343 0.51658 -0.8895 1.2806 -0.8746 -0.34
C -0.45541 1.48095 -0.29998 1.7422 -1.4043 0.6786 0.15
C 1.29875 -0.04340 -0.56679 0.2582 -0.1924 -1.1833 0.40
H -1.34774 -0.86583 -0.42271 -0.0125 -0.0788 0.1090 0.23
H -0.82015 -1.62425 1.10652 0.1849 0.0407 -0.0130 0.21
H -1.74122 -0.10312 1.11979 0.1066 -0.3628 -0.0461 0.23
H 0.78773 0.16996 1.51569 -0.8559 1.4056 -0.9283 0.25
H 2.31686 -0.38615 -0.36310 -0.1079 -0.5579 0.7369 0.16
```
Positions in Å, forces in eV/Å.

- LUMO level (eV) = -0.21
- structure (SMILES) = C[C@H](C#N)C=O
- frontier orbital gap (eV) = 9.7
- 2S+1 = 1
- charge = 0
- relative energy (zero: lowest compared OMol25 entry of this formula, charge and spin) (eV) = 3.530

=====

no.,HOMO level (eV)
1,-8.27
2,-9.94
3,-8.75
4,-10.09
5,-9.74
6,-9.46
7,-10.54
8,-9.93
9,-9.44
10,-9.94